1.
{
  "formula": "C16H10BeN3O6",
  "method": "wB97M-V/def2-TZVPD",
  "relative_energy_kcal_mol": 29.14,
  "total_charge": -1,
  "elements": ["Be", "O", "C", "C", "C", "N", "C", "C", "C", "O", "O", "C", "O", "O", "H", "H", "H", "O", "C", "C", "C", "C", "C", "C", "C", "N", "C", "C", "N", "H", "H", "H", "H", "H", "H", "H"],
  "coordinates": [[0.245, 0.680, -0.562], [6.009, 0.693, 0.152], [4.650, 0.761, 0.065], [3.982, 0.628, -1.148], [2.610, 0.675, -1.124], [1.895, 0.836, -0.002], [2.548, 1.146, 1.134], [3.931, 1.051, 1.208], [1.822, 1.888, 2.254], [2.193, 1.668, 3.409], [1.013, 2.706, 1.792], [1.748, 0.842, -2.375], [2.205, 0.613, -3.474], [0.582, 1.268, -2.068], [6.371, 0.541, -0.731], [4.489, 0.520, -2.097], [4.416, 1.276, 2.144], [-0.394, -0.679, -0.833], [-1.430, -1.453, -0.858], [-1.423, -2.614, -1.657], [-2.489, -3.487, -1.654], [-3.608, -3.235, -0.857], [-3.631, -2.086, -0.092], [-2.568, -1.183, -0.091], [-2.592, 0.058, 0.661], [-1.647, 0.980, 0.666], [-2.092, 1.964, 1.519], [-3.312, 1.634, 2.016], [-3.627, 0.415, 1.462], [-0.546, -2.791, -2.260], [-2.455, -4.374, -2.274], [-4.443, -3.919, -0.841], [-4.510, -1.890, 0.514], [-1.500, 2.833, 1.705], [-3.967, 2.138, 2.697], [-4.476, -0.106, 1.602]]
}

2.
{
  "formula": "C16H10BrCeF5S",
  "method": "wB97M-V/def2-TZVPD",
  "spin_multiplicity": 2,
  "total_charge": -1,
  "energy_ha": -4562.47114,
  "elements": ["C", "C", "C", "H", "C", "C", "H", "H", "H", "H", "Ce", "Br", "C", "C", "C", "H", "C", "C", "H", "H", "H", "H", "F", "C", "C", "F", "C", "F", "C", "S", "C", "F", "C", "F"],
  "coordinates": [[1.065, 1.780, -1.835], [0.657, 2.285, -0.548], [1.139, 1.383, 0.451], [0.131, 3.220, -0.355], [1.856, 0.335, -0.206], [1.869, 0.619, -1.611], [2.413, 0.050, -2.367], [0.822, 2.235, -2.794], [1.030, 1.510, 1.523], [2.315, -0.529, 0.282], [-0.537, -0.385, -1.382], [-2.442, 1.499, -1.369], [-1.426, -2.060, -2.942], [-0.019, -2.006, -3.261], [0.262, -0.718, -3.812], [0.723, -2.803, -3.074], [-0.948, 0.046, -3.800], [-2.007, -0.809, -3.334], [-3.063, -0.562, -3.309], [-1.948, -2.890, -2.473], [1.232, -0.371, -4.199], [-1.047, 1.082, -4.120], [-0.253, 1.358, 5.992], [-0.219, 0.569, 4.895], [0.710, -0.470, 4.790], [1.570, -0.688, 5.806], [0.752, -1.255, 3.641], [1.726, -2.183, 3.529], [-0.142, -1.069, 2.555], [-0.106, -2.018, 1.141], [-1.065, -0.015, 2.715], [-1.894, 0.288, 1.678], [-1.122, 0.786, 3.851], [-2.034, 1.784, 3.942]]
}

Which formula does entry 2 have? C16H10BrCeF5S